# 1
DFT (ωB97M-V with the def2-TZVPD basis set) results for C8H8O6Tl as an isolated structure in a non-equilibrium geometry.

Summary:
energy above the lowest of the compared OMol25 structures with the same formula, charge and spin: 2.089 eV
net charge: +1
orbital gap: 4.800 eV

Last column: natural (NBO) charge in e.
Geometry (Å):
Tl1 1.9059 1.3489 -0.8234  0.96
C1 1.4177 -3.5753 -2.1515  -0.06
C2 1.3666 -2.3359 -1.5074  0.38
C3 0.8324 -2.2686 -0.0090  0.37
O1 1.0157 -1.1744 0.5846  -0.54
C4 0.2764 -3.4693 0.5912  -0.06
C5 0.1928 -4.5912 -0.1730  0.31
C6 0.7451 -4.6304 -1.6074  0.30
O2 0.8957 -5.8021 -2.2258  -0.35
O3 -0.1769 -5.6619 0.4199  -0.35
O4 1.8044 -1.3563 -2.0157  -0.52
H1 1.8705 -3.7117 -3.1225  0.27
H2 -0.0225 -3.4122 1.6275  0.27
C7 -1.2936 3.7356 0.1497  -0.09
C8 -1.5252 4.5196 1.4502  -0.10
O5 -1.2021 3.7162 2.5070  -0.71
O6 0.0977 3.5249 0.0207  -0.76
H3 -1.7332 4.3171 -0.6607  0.19
H4 -1.9345 2.8583 0.0617  0.17
H5 -2.5690 4.8326 1.4726  0.18
H6 -0.8772 5.3786 1.2758  0.17
H7 -1.5086 4.2898 3.2131  0.49
H8 0.4220 3.4677 0.9224  0.48

# 2
DFT (ωB97M-V with the def2-TZVPD basis set) results for a 8-piece molecular cluster, C24H28N8O4 overall in a non-equilibrium geometry.

Summary:
energy above the lowest of the compared OMol25 structures with the same formula, charge and spin: 2.866 eV
SMILES: O=[N+]([O-])c1ccccc1.O=[N+]([O-])c1ccccc1.CC#N.CC#N.CC#N.CC#N.CC#N.CC#N
orbital gap: 9.349 eV

Last column: natural (NBO) charge in e.
Geometry (Å):
C1 1.4010 0.5651 -0.2936  -0.71
C2 1.5548 2.0090 0.1133  0.29
N1 1.7035 3.0984 0.4454  -0.35
H1 1.6146 0.6823 -1.3560  0.25
H2 0.3966 0.1807 -0.1160  0.26
H3 2.0928 -0.0563 0.2750  0.26
C3 1.3309 5.2065 -4.9141  -0.73
C4 0.5882 4.1054 -5.5479  0.29
N2 0.0180 3.2443 -5.9943  -0.33
H4 1.3650 6.0801 -5.5652  0.25
H5 2.3215 5.0901 -4.4745  0.26
H6 0.7825 5.5143 -4.0239  0.25
C5 1.8989 7.8788 5.2310  -0.72
C6 2.3675 8.7751 6.3599  0.29
N3 2.7450 9.4724 7.1223  -0.33
H7 2.7119 7.5126 4.6041  0.25
H8 1.2188 8.4085 4.5639  0.25
H9 1.5954 6.9003 5.6033  0.26
C7 9.2485 1.5636 -3.0029  -0.73
C8 8.1709 0.5950 -2.9485  0.29
N4 7.3307 -0.1918 -2.8210  -0.33
H10 10.0478 1.3469 -2.2941  0.26
H11 8.8758 2.5368 -2.6836  0.26
H12 9.7301 1.5221 -3.9798  0.26
C9 1.6684 -2.9275 -5.7790  -0.71
C10 2.3856 -2.8771 -7.1079  0.29
N5 2.9489 -2.8428 -8.1460  -0.34
H13 0.6832 -2.4828 -5.9198  0.25
H14 2.1268 -2.2700 -5.0402  0.25
H15 1.5995 -3.9648 -5.4515  0.25
C11 5.5663 -5.1712 4.0062  -0.73
C12 4.2608 -4.5691 3.8276  0.28
N6 3.1849 -4.1597 3.7739  -0.33
H16 5.2817 -6.1185 4.4642  0.26
H17 6.1305 -4.4497 4.5972  0.26
H18 6.2201 -5.3106 3.1453  0.26
C13 -2.1107 -10.9173 1.7214  -0.16
C14 -0.9290 -10.2204 1.5357  -0.23
C15 -0.9928 -8.9873 0.9545  -0.16
C16 -2.1860 -8.4474 0.3852  0.01
C17 -3.3251 -9.1854 0.5249  -0.17
C18 -3.3208 -10.3583 1.2965  -0.21
N7 -2.1488 -7.2081 -0.3068  0.52
O1 -3.2348 -6.7580 -0.6838  -0.39
O2 -1.0866 -6.6539 -0.4673  -0.36
H19 -2.0740 -11.8887 2.1920  0.22
H20 -0.0264 -10.4828 2.0675  0.23
H21 -0.0992 -8.3847 0.8848  0.24
H22 -4.2924 -8.8458 0.1853  0.25
H23 -4.2415 -10.8412 1.5890  0.22
C19 -5.5263 5.3583 -0.1610  -0.16
C20 -6.8425 4.9437 -0.1166  -0.23
C21 -7.6960 5.4204 0.9509  -0.15
C22 -7.2204 6.3188 1.9112  0.02
C23 -5.8551 6.6991 1.7655  -0.17
C24 -5.0036 6.2794 0.8164  -0.22
N8 -8.0101 6.8407 3.0357  0.49
O3 -8.9382 6.1072 3.5207  -0.38
O4 -7.7976 7.9761 3.5183  -0.35
H24 -4.9522 5.0969 -1.0376  0.22
H25 -7.1633 4.2911 -0.9150  0.23
H26 -8.7196 5.0770 0.9775  0.24
H27 -5.3943 7.2959 2.5387  0.23
H28 -3.9802 6.5782 0.6440  0.23

# 3
DFT (ωB97M-V with the def2-TZVPD basis set) results for a 2-piece molecular cluster, C5H8O overall.

Summary:
energy above the lowest of the compared OMol25 structures with the same formula, charge and spin: 5.707 eV
orbital gap: 8.550 eV

Last column: natural (NBO) charge in e.
Geometry (Å):
C1 -1.3105 1.0575 -0.2061  -0.61
C2 -0.9826 -0.3866 0.1521  -0.51
C3 0.1835 -0.5184 1.0649  0.58
O1 0.8649 -1.5907 1.2661  -0.69
C4 1.6502 -0.3008 -0.7372  -0.51
C5 2.1986 0.1405 -1.7418  -0.33
H1 -1.3759 1.6811 0.6938  0.20
H2 -2.2731 1.1153 -0.7210  0.22
H3 -0.5291 1.4599 -0.8564  0.24
H4 -0.8774 -1.0315 -0.7217  0.25
H5 -1.7931 -0.8044 0.7812  0.25
H6 0.2163 0.2232 1.8757  0.17
H7 1.3070 -1.5240 0.2718  0.51
H8 2.7001 0.4826 -2.6238  0.22

# 4
DFT (ωB97M-V with the def2-TZVPD basis set) results for C30H33AlN5O2Se as an isolated structure.

Summary:
energy above the lowest of the compared OMol25 structures with the same formula, charge and spin: 0.000 eV
net charge: +1
orbital gap: 8.068 eV

Last column: Löwdin charge in e.
Geometry (Å):
Al1 0.2332 0.2972 -1.2012  -0.05
C1 -6.3584 0.8610 0.8027  -0.04
C2 -4.8598 0.9246 0.6932  -0.27
C3 -4.0351 0.5781 1.7647  -0.02
C4 -2.6616 0.5764 1.6452  0.00
C5 -2.0235 0.9540 0.4580  -0.22
N1 -0.6341 0.8910 0.3172  0.04
C6 0.1425 1.2718 1.4273  -0.21
C7 -0.1375 2.4491 2.1309  0.01
C8 0.6583 2.8788 3.1697  -0.02
C9 1.8058 2.1748 3.5430  -0.26
C10 2.7152 2.6900 4.6237  -0.04
C11 2.0955 1.0137 2.8524  0.02
C12 1.2620 0.5510 1.8350  -0.12
N2 1.5800 -0.7002 1.2295  -0.01
C13 2.2325 -1.7314 1.7962  -0.02
C14 2.4373 -2.6870 0.8264  -0.01
C15 1.8567 -2.1539 -0.3204  -0.09
N3 1.3397 -0.9550 -0.0696  0.05
C16 -2.8548 1.3394 -0.5957  -0.13
C17 -4.2432 1.2943 -0.4885  0.02
N4 -2.2940 1.8123 -1.8196  -0.03
C18 -2.8415 2.6933 -2.6762  -0.02
C19 -2.0262 2.7753 -3.7823  -0.01
C20 -0.9788 1.8983 -3.5166  -0.12
N5 -1.1412 1.3189 -2.3248  0.03
H1 -6.6841 1.0285 1.8283  0.08
H2 -6.7317 -0.1181 0.4956  0.09
H3 -6.8359 1.6091 0.1706  0.08
H4 -4.4827 0.2819 2.7059  0.12
H5 -2.0466 0.2759 2.4838  0.13
H6 -1.0020 3.0293 1.8338  0.13
H7 0.4052 3.7973 3.6855  0.12
H8 2.1424 3.0775 5.4659  0.08
H9 3.3385 3.5045 4.2499  0.09
H10 3.3765 1.9081 4.9948  0.08
H11 2.9939 0.4588 3.0937  0.12
H12 2.4913 -1.7125 2.8398  0.14
H13 2.9344 -3.6340 0.9363  0.11
H14 1.7931 -2.5782 -1.3077  0.12
H15 -4.8485 1.5530 -1.3492  0.12
H16 -3.7535 3.2075 -2.4287  0.14
H17 -2.1597 3.4000 -4.6469  0.11
H18 -0.1005 1.6792 -4.1016  0.09
C21 -1.2327 -3.3055 1.4430  -0.08
O1 -1.3456 -2.3598 0.3959  -0.20
C22 -1.6582 -2.9507 -0.8366  -0.19
C23 -1.7252 -1.8501 -1.8602  -0.09
O2 -0.4013 -1.3041 -2.1170  -0.25
C24 0.1781 -1.7342 -3.3661  -0.02
H19 -2.1714 -3.8506 1.5834  0.10
H20 -1.0007 -2.7523 2.3501  0.09
H21 -0.4282 -4.0204 1.2414  0.09
H22 -2.6329 -3.4563 -0.8005  0.14
H23 -0.9053 -3.7008 -1.1201  0.14
H24 -2.3439 -1.0358 -1.4818  0.12
H25 -2.1340 -2.1964 -2.8086  0.14
H26 -0.4092 -1.3388 -4.1949  0.11
H27 0.1908 -2.8234 -3.3948  0.11
H28 1.1900 -1.3383 -3.4093  0.07
Se1 2.0121 1.3996 -2.2904  0.90
C25 3.5234 0.3849 -1.6699  -0.61
C26 4.0799 -0.6041 -2.4713  -0.14
C27 5.1585 -1.3499 -2.0131  -0.08
C28 5.6898 -1.1081 -0.7552  -0.08
C29 5.1498 -0.1030 0.0367  -0.08
C30 4.0739 0.6463 -0.4191  -0.13
H29 3.6813 -0.7803 -3.4633  0.10
H30 5.5902 -2.1142 -2.6467  0.11
H31 6.5320 -1.6876 -0.4007  0.11
H32 5.5786 0.1099 1.0083  0.11
H33 3.6607 1.4401 0.1908  0.10

# 5
DFT (ωB97M-V with the def2-TZVPD basis set) results for C18H32BeCaClFIKN3O5P as an isolated structure in a non-equilibrium geometry.

Summary:
net charge: +2
orbital gap: 2.487 eV

Last column: natural (NBO) charge in e.
Geometry (Å):
N1 -0.3003 2.1298 -3.3971  -0.36
C1 -1.1819 1.4669 -3.1167  0.35
C2 -2.3697 0.5704 -2.6844  -0.30
C3 -1.9465 -0.9011 -2.3026  -0.54
C4 -0.9874 -1.6133 -3.3157  0.48
O1 0.0799 -1.2445 -3.6442  -0.46
I1 -1.7068 -3.5111 -4.1470  0.08
C5 -3.5557 0.7146 -3.7292  -0.65
C6 -3.4220 -0.2232 -5.0015  0.23
N2 -3.2741 -0.8290 -5.9871  -0.32
P1 -5.3040 0.4946 -2.9646  1.38
O2 -6.4288 -0.0210 -4.1166  -0.96
O3 -5.2194 -0.6233 -1.6613  -1.09
H1 -2.7415 1.0428 -1.7261  0.27
H2 -2.8294 -1.5572 -2.0972  0.21
H3 -1.3820 -0.8293 -1.3240  0.31
H4 -3.5342 1.7896 -4.0899  0.31
H5 -6.6461 0.7016 -4.7509  0.52
H6 -5.2676 -1.5675 -1.9681  0.50
C7 3.1034 -1.9661 -2.9857  -0.63
C8 2.8148 -1.8775 -1.4930  0.10
C9 4.1079 -1.8155 -0.6919  -0.63
O4 2.0524 -2.9908 -1.0745  -0.68
H7 3.6711 -2.8715 -3.2179  0.21
H8 2.1727 -2.0214 -3.5535  0.21
H9 3.6728 -1.0994 -3.3321  0.20
H10 2.2060 -0.9913 -1.2873  0.14
H11 4.7070 -2.7159 -0.8511  0.21
H12 3.8936 -1.7629 0.3780  0.21
H13 4.7067 -0.9445 -0.9718  0.20
H14 2.5577 -3.7971 -1.2380  0.46
Be1 -0.2960 1.8952 -5.5287  0.09
C10 0.4205 2.8274 4.6027  -0.61
C11 1.1445 2.4097 3.3019  0.08
C12 2.5029 1.7713 3.6508  -0.41
C13 2.4269 0.3873 4.2962  -0.42
C14 1.1795 -0.4075 3.8931  -0.42
C15 0.5396 0.0240 2.5618  0.05
N3 0.2339 1.4543 2.6435  0.35
O5 -0.3143 1.8929 1.6410  -0.18
C16 -0.7771 -0.7856 2.4382  -0.61
C17 1.4364 -0.3690 1.3832  -0.61
C18 1.4560 3.6922 2.5183  -0.61
H15 -0.5324 3.3141 4.3832  0.22
H16 1.0246 3.5310 5.1769  0.25
H17 0.2100 1.9725 5.2486  0.23
H18 3.1062 1.6938 2.7423  0.22
H19 3.0665 2.4365 4.3096  0.25
H20 3.3262 -0.1725 4.0298  0.23
H21 2.4489 0.4826 5.3841  0.23
H22 1.4242 -1.4705 3.8675  0.27
H23 0.4386 -0.3038 4.6925  0.21
H24 -1.5395 -0.5120 3.2420  0.22
H25 -0.5653 -1.8523 2.5336  0.30
H26 -1.2601 -0.6338 1.4726  0.18
H27 1.5936 -1.4574 1.3961  0.34
H28 2.4214 0.1050 1.4054  0.20
H29 0.9753 -0.1265 0.4241  0.21
H30 2.0922 4.3501 3.1116  0.25
H31 0.5554 4.2592 2.2770  0.23
H32 1.9861 3.4734 1.5880  0.23
F1 0.5022 -3.1714 0.7658  -0.85
Cl1 -3.1244 -1.2018 3.1808  -0.77
K1 -4.6556 0.7136 -6.8677  0.95
Ca1 -5.0955 -1.3576 0.5771  1.73

# 6
DFT (ωB97M-V with the def2-TZVPD basis set) results for a 4-piece molecular cluster, C4H16O3S overall in a non-equilibrium geometry.

Summary:
energy above the lowest of the compared OMol25 structures with the same formula, charge and spin: 0.941 eV
SMILES: CCCCS.O.O.O
orbital gap: 9.737 eV

Last column: natural (NBO) charge in e.
Geometry (Å):
C1 1.4623 0.8579 -2.4511  -0.61
C2 0.1748 0.5313 -1.7107  -0.40
C3 0.3943 -0.6052 -0.7126  -0.42
C4 -0.5470 -0.8394 0.4452  -0.51
S1 -0.0134 -2.1707 1.5807  -0.07
H1 2.2283 0.9065 -1.6628  0.22
H2 1.8695 0.0802 -3.0938  0.20
H3 1.4695 1.7550 -3.0694  0.21
H4 -0.6840 0.3613 -2.3978  0.20
H5 -0.2020 1.4695 -1.2606  0.19
H6 1.4005 -0.6291 -0.2559  0.21
H7 0.4285 -1.4292 -1.4444  0.20
H8 -1.5233 -1.0479 -0.0241  0.21
H9 -0.5807 0.0822 1.0543  0.22
H10 -0.0058 -3.3154 0.7533  0.14
H11 -5.0775 0.9545 -1.9514  0.46
H12 -6.2885 1.8102 -2.1120  0.47
O1 -5.3966 1.7149 -2.4528  -0.93
H13 3.3023 0.2412 1.4680  0.47
H14 4.6448 0.8835 1.2689  0.47
O2 4.0100 0.3309 0.8062  -0.93
H15 -0.1415 -0.4264 5.0299  0.47
H16 -0.9087 -0.8503 6.2458  0.47
O3 -0.0156 -0.6655 5.9470  -0.93

HOMO level, respectively: -12.934, -10.141, -9.289, -10.080, -10.560, -9.279 eV.